Record 1
Computed, not measured: an isolated molecule of C3H5ClO2, with ωB97M-V with the def2-TZVPD basis set.

The geometry in XYZ format:
```
11
C3H5ClO2, DFT ωB97M-V with the def2-TZVPD basis set
C 0.166 -0.833 1.324
C -0.462 0.231 0.234
Cl -1.758 -0.753 -0.584
C 0.315 0.607 -0.878
O 1.460 0.211 -0.915
O -0.212 1.340 -1.890
H -0.680 -1.328 1.941
H 0.846 -1.495 0.811
H 0.907 -0.178 1.875
H -1.041 0.926 0.776
H 0.460 1.273 -2.694
```

Its total charge is 0. The value obtained for the HOMO energy is -10.63 eV. As for the structure (SMILES): C[C@H](Cl)C(=O)O.

---

Record 2
Computed, not measured: a cluster of 2 separate species, C3H5ClO2 in total, with ωB97M-V with the def2-TZVPD basis set.

The geometry in XYZ format:
```
11
C3H5ClO2, DFT ωB97M-V with the def2-TZVPD basis set
C 0.098 0.968 0.096
C -1.087 0.209 -0.063
C 1.408 0.149 0.217
O -0.606 0.707 -1.152
O -0.685 -1.895 -0.035
Cl -2.765 0.239 0.347
H -0.078 1.900 0.564
H 1.013 -0.738 -0.242
H 1.568 -0.195 1.278
H 2.151 0.726 -0.168
H -1.016 -2.071 -0.842
```

Its total charge is 0. The value obtained for the HOMO energy is -9.86 eV.

---

Number 1: Kohn-Sham gap 11.306 eV. Number 2: Kohn-Sham gap 9.783 eV.